1.
{
  "formula": "C13H11Cl5HgN2OS",
  "method": "the ωB97M-V functional and the def2-TZVPD basis",
  "species": ["Hg", "Cl", "Cl", "Cl", "Cl", "Cl", "S", "O", "N", "N", "C", "C", "C", "C", "C", "C", "C", "C", "C", "C", "C", "C", "C", "H", "H", "H", "H", "H", "H", "H", "H", "H", "H", "H"],
  "positions_angstrom": [[0.1964, -0.9089, 0.4444], [-2.7865, -0.6284, 2.0612], [-0.3780, 5.0510, 2.8656], [-4.1619, 1.3876, 4.0032], [1.0217, 3.0122, 0.9697], [-2.9591, 4.2304, 4.3920], [-0.3840, -2.3550, -2.2711], [1.7003, 0.8901, -1.1858], [2.8723, 0.8951, -3.1328], [1.4722, -4.4700, -2.2914], [-2.1032, 0.9541, 2.2702], [2.7577, 0.7494, -1.7535], [-0.4386, 2.5510, 1.7801], [2.5083, 2.2365, -3.5834], [4.0759, 0.6141, -1.0267], [3.6409, 3.2145, -3.2351], [-2.7358, 1.8408, 3.1391], [-2.2011, 3.1143, 3.3180], [-0.9540, 1.2855, 1.5754], [0.7109, -3.5904, -2.2700], [4.9382, 1.8303, -1.4473], [-1.0445, 3.4750, 2.6316], [4.1235, 3.1041, -1.7754], [3.7678, 0.6011, -3.4979], [5.5556, 1.5749, -2.3133], [1.5911, 2.5084, -3.0626], [3.8754, 0.6403, 0.0434], [4.5784, -0.3255, -1.2645], [2.3143, 2.2269, -4.6569], [4.7602, 3.9692, -1.5782], [3.2688, 3.1753, -1.0968], [4.4901, 3.0254, -3.9015], [3.2988, 4.2364, -3.4196], [5.6217, 2.0600, -0.6279]],
  "orbital_gap_ev": [6.642, 5.956],
  "total_charge": -1,
  "homo_energy_ev": [-4.2, -4.7],
  "spin_multiplicity": 2
}

***

2.
{
  "formula": "C16H14BrF5IrN2O3Te",
  "method": "the ωB97M-V functional and the def2-TZVPD basis",
  "species": ["Ir", "Te", "Br", "F", "F", "F", "F", "F", "O", "O", "O", "N", "N", "C", "C", "C", "C", "C", "C", "C", "C", "C", "C", "C", "C", "C", "C", "C", "C", "H", "H", "H", "H", "H", "H", "H", "H", "H", "H", "H", "H", "H", "H"],
  "positions_angstrom": [[0.3226, 0.1461, -0.4599], [0.9515, -0.6816, -3.3308], [-2.1445, 0.5232, 0.2539], [-0.5276, -1.2999, -4.1999], [1.2672, 0.3908, -4.7702], [-0.0405, 0.8165, -2.5532], [2.0229, -2.0117, -3.9508], [2.4324, 0.1595, -2.6027], [4.9915, -0.5479, -0.9965], [0.5037, -1.3953, -1.6420], [2.1809, 0.2639, 0.0506], [0.3276, -1.0126, 1.0907], [1.5724, -1.4253, 1.4509], [6.3589, -0.7462, 0.8999], [-2.0606, -0.9957, 1.4158], [4.1435, -0.9775, 2.5504], [6.5149, -0.8771, 2.2679], [-2.6246, -3.7892, 2.5700], [5.0850, -0.7241, 0.3514], [-0.7213, -1.4628, 1.6849], [-4.4285, -3.6645, 4.6822], [-3.2045, -1.4310, 1.9511], [-4.2793, -2.5758, 3.8403], [3.9691, -0.8834, 1.1698], [-2.7860, -4.8804, 3.4081], [-3.3549, -2.6203, 2.7960], [5.4093, -0.9767, 3.1056], [2.6268, -0.9857, 0.5198], [-3.6766, -4.8127, 4.4707], [-1.9830, -3.8727, 1.7007], [7.2091, -0.6410, 0.2394], [-3.8020, -5.6662, 5.1236], [-0.5897, -2.1939, 2.4743], [3.2767, -1.0491, 3.1956], [-4.1034, -0.8524, 1.7637], [-5.1386, -3.6215, 5.4966], [5.5356, -1.0484, 4.1769], [1.6376, -2.2900, 1.9649], [2.6787, -1.6898, -0.3220], [-4.8701, -1.6821, 4.0010], [7.5125, -0.8928, 2.6870], [4.1006, -0.2832, -1.2499], [-2.2320, -5.7906, 3.2207]],
  "orbital_gap_ev": 5.931,
  "total_charge": 1,
  "homo_energy_ev": -11.1
}

***

3.
{
  "formula": "C6H11N2",
  "method": "the ωB97M-V functional and the def2-TZVPD basis",
  "species": ["N", "N", "C", "C", "C", "C", "C", "C", "H", "H", "H", "H", "H", "H", "H", "H", "H", "H", "H"],
  "positions_angstrom": [[1.3566, -0.4799, 2.3679], [-2.1432, -0.4147, 0.0836], [2.1791, 0.7557, -1.1926], [-1.1083, -1.1098, -0.4658], [-1.8290, 0.9294, 0.1999], [-0.0179, -0.2540, -0.5312], [1.2649, -0.3977, -1.0428], [-0.4922, 1.0668, -0.1508], [1.7899, -1.3556, -1.1119], [-3.0655, -0.7207, -0.2162], [2.6515, 1.0347, -0.2409], [0.0592, 1.9678, 0.0348], [3.0600, 0.6042, -1.8175], [0.7878, -0.3983, 3.1967], [1.6829, -1.4285, 2.2435], [-1.2397, -2.1641, -0.5925], [-2.4788, 1.7710, 0.3896], [1.6934, 1.5973, -1.7003], [0.8460, -0.2117, 1.5391]],
  "orbital_gap_ev": 6.983,
  "total_charge": 1,
  "homo_energy_ev": -13.2,
  "relative_energy_kj_mol": 238.98
}

***

Calculated maximum force, 0.01925, 0.02644, 0.06055 hartree/bohr (same order as the records).
Calculated E_tot, -96310.3189, -119693.8190, -9372.2577 eV (same order as the records).